# 1
Density functional theory data (ωB97M-V/def2-TZVPD) for a single C11H22N4S molecule.

```
38
Properties=species:S:1:pos:R:3:forces:R:3:nbo_charge:R:1
S -3.06586 -1.07670 0.84411 0.097 0.357 0.468 0.262
H 1.77724 3.89841 -0.82444 -0.031 0.042 -0.097 0.192
C -3.55361 -4.19606 -1.22856 -0.389 0.620 -0.076 0.520
H -1.81444 -2.86093 1.79950 0.047 0.063 0.138 0.242
H 2.38422 1.08161 -1.83960 -0.016 0.075 -0.063 0.196
H 3.36225 3.22608 -1.20303 -0.049 -0.001 -0.083 0.197
H 3.02165 1.47667 0.55107 0.031 -0.046 0.104 0.191
C 3.26708 4.22238 0.69432 -0.204 0.065 -0.140 -0.388
N -4.53954 -2.22546 -1.07282 -0.200 0.755 0.217 -0.325
H 0.31823 0.16240 1.26761 -0.031 0.099 0.072 0.190
C 1.62735 1.14187 -1.05282 0.155 -0.228 0.262 -0.384
H 1.40371 2.11958 0.84877 0.003 -0.042 0.134 0.196
H 1.00625 -0.85573 -1.52228 0.027 -0.096 0.007 0.199
H -1.37655 -1.26762 2.47521 -0.035 -0.013 0.057 0.219
H 1.43399 5.18143 1.31467 -0.131 0.068 -0.007 0.200
C 1.25215 -0.27808 -0.62759 -0.206 0.287 -0.022 -0.384
H 0.45963 -2.30752 1.08173 0.059 -0.055 -0.027 0.202
H 4.08254 3.66442 1.16073 0.093 0.020 -0.030 0.192
C -0.36837 -1.76258 0.62012 -0.073 0.297 0.077 -0.409
H 2.75602 5.33293 2.47308 -0.039 0.060 0.111 0.208
C 2.17573 1.99325 0.09038 -0.105 0.179 -0.431 -0.399
N -3.24450 -5.43346 -1.70778 0.056 -0.356 -0.172 -0.805
C 2.27542 4.66013 1.76607 0.231 -0.057 -0.086 -0.607
C -3.52645 -2.33958 -0.24654 -0.365 -0.490 -0.556 0.148
H 3.69984 5.11300 0.23187 0.091 -0.018 0.036 0.198
H -2.61215 -5.95010 -1.11764 -0.064 -0.015 -0.023 0.405
H -4.00731 -5.97244 -2.08532 0.088 -0.046 0.082 0.387
H 2.11571 -0.75411 -0.15605 0.066 -0.082 -0.031 0.190
H -5.23444 -3.60977 -2.42954 0.107 0.015 0.072 0.411
N -2.88774 -3.53950 -0.30370 0.195 -0.532 -0.062 -0.572
H -0.77867 0.21269 -0.11345 -0.006 0.072 0.023 0.209
H 1.89421 3.80577 2.31897 -0.097 -0.051 0.101 0.200
C -1.56077 -1.83006 1.56045 -0.296 -0.059 -0.378 -0.504
N -4.56036 -3.42899 -1.70526 0.511 -0.439 0.232 -0.395
C 2.63197 3.36532 -0.40135 0.202 -0.105 0.314 -0.386
C 0.06160 -0.32809 0.32689 0.237 -0.337 -0.150 -0.406
H -0.62514 -2.27393 -0.30944 0.068 -0.049 0.024 0.217
H 0.74913 1.63279 -1.47835 -0.029 0.041 -0.095 0.195
```
Forces are in eV/Å.

The total energy comes out at -28560.231 eV. As for the total charge: 0. The calculation puts the strongest force on any atom at 0.0161 Eh/bohr.



# 2
Density functional theory data (ωB97M-V/def2-TZVPD) for a single C3H9N3S molecule at a distorted geometry.

```
16
Properties=species:S:1:pos:R:3:forces:R:3:nbo_charge:R:1
N -2.31508 0.51475 0.16166 0.821 0.419 0.653 -0.500
H -3.46902 -0.83026 -1.09884 0.324 0.284 0.485 0.170
N -1.02687 -0.11502 0.10821 -0.145 3.530 -0.599 -0.290
H -3.33315 -1.22871 0.64849 0.154 0.510 -0.540 0.207
H -0.07991 1.86858 -0.00498 -0.999 0.489 -0.156 0.171
H -4.51248 0.01437 0.11167 2.631 -0.101 -0.210 0.202
H 2.72384 0.86354 1.07955 -0.453 0.817 -0.810 0.196
C -0.08914 0.79400 -0.05936 -1.880 -2.839 0.784 0.185
H 2.02901 2.36038 0.11124 1.176 -2.657 -0.468 0.195
H 1.36884 -1.37815 1.30210 0.171 0.239 -1.030 0.087
H 3.17942 0.89688 -0.59592 -0.266 0.718 -0.360 0.222
N 1.16055 0.35144 -0.25588 3.641 1.537 -0.140 -0.584
H -2.27592 1.47268 -0.21390 -0.704 -1.068 -0.053 0.349
C 2.36197 1.19760 0.05883 -1.570 1.716 1.678 -0.414
S 1.65221 -1.18335 -0.06130 -0.405 -2.959 0.774 0.219
C -3.40553 -0.38558 -0.07556 -2.496 -0.635 -0.010 -0.415
```
Forces are in eV/Å.

The total energy comes out at -18559.239 eV. As for the total charge: 0. The calculation puts the strongest force on any atom at 0.0769 Eh/bohr.



# 3
Density functional theory data (ωB97M-V/def2-TZVPD) for 2 unconnected molecules or ions with the total composition CH3IO2 at a distorted geometry.

```
7
Properties=species:S:1:pos:R:3:forces:R:3:nbo_charge:R:1
O 0.77706 -0.98231 0.03705 0.481 0.536 -0.406 -0.532
C 1.38102 0.02848 -0.26713 -2.182 0.370 -0.005 0.305
I -2.48030 -0.44378 0.03462 0.722 -1.312 0.195 0.902
H 0.88662 0.90413 -0.83683 0.670 -1.279 0.601 0.148
H -0.89183 -0.89688 0.41524 -0.996 -0.652 -0.589 0.131
O -2.02805 1.25289 0.47422 -0.055 1.910 0.208 -1.085
H 2.35548 0.13748 0.14282 1.360 0.428 -0.004 0.131
```
Forces are in eV/Å.

The total energy comes out at -13276.438 eV. As for the total charge: 0. The calculation puts the strongest force on any atom at 0.0430 Eh/bohr.



# 4
Density functional theory data (ωB97M-V/def2-TZVPD) for a single C4H4BrN molecule at a distorted geometry.

```
10
Properties=species:S:1:pos:R:3:forces:R:3:nbo_charge:R:1
C 1.85614 -0.78288 -0.02712 -0.628 -0.093 -2.295 0.072
C -0.32144 -0.24291 1.10088 1.838 2.290 -1.689 -0.354
Br -1.52782 -1.85614 3.17405 -0.098 -0.167 0.546 0.166
H -0.05159 1.34710 -0.44818 -0.414 -2.097 -0.323 0.226
H 0.68211 0.01377 1.44806 0.319 -0.217 1.031 0.222
C -0.19054 0.19312 -0.39187 -2.367 0.390 0.868 -0.255
N 0.92753 -0.54060 -0.83195 2.662 0.058 1.041 -0.408
C -1.21255 -0.88314 1.69823 -1.903 -1.153 0.480 -0.069
H -1.05998 -0.25882 -0.90699 0.175 1.187 -0.052 0.221
H 2.74543 -1.27074 -0.42109 0.417 -0.197 0.394 0.178
```
Forces are in eV/Å.

The total energy comes out at -75739.161 eV. As for the total charge: 0. The calculation puts the strongest force on any atom at 0.0659 Eh/bohr.



# 5
Density functional theory data (ωB97M-V/def2-TZVPD) for 9 unconnected molecules or ions with the total composition C20H58N6O9 at a distorted geometry.

```
93
Properties=species:S:1:pos:R:3:forces:R:3:mulliken_charge:R:1
H 2.00889 18.94688 -18.45681 0.050 -0.125 0.336 0.424
C -1.73997 18.76984 -21.79751 -1.054 0.043 -0.304 0.446
H -1.32028 10.81892 -23.11072 -0.109 -0.067 0.405 0.269
H 4.82828 12.78975 -18.76677 -0.023 -0.033 -0.171 0.365
H -4.10995 11.08463 -19.79505 -0.110 -0.389 0.096 0.247
C 3.82151 13.20220 -18.69825 0.103 0.141 0.541 -0.776
H -6.96199 11.97858 -19.87277 0.373 0.101 -0.125 0.280
O 0.54893 17.64993 -18.99865 0.263 -0.609 0.142 0.029
H -5.85514 13.47910 -18.01094 -0.025 0.206 0.217 0.284
C -1.33488 13.11776 -24.51161 -0.164 -0.719 -0.404 -1.387
H -1.03483 20.27030 -20.65036 -0.015 -0.017 -0.046 0.179
H 2.01403 16.82510 -16.98529 -0.080 -0.294 -0.045 0.417
O -2.83878 18.79903 -15.18922 0.632 -0.198 -0.831 -0.712
N -0.90213 18.36552 -16.29755 0.425 0.004 -0.195 -0.337
O -8.24599 14.28396 -18.70134 -0.414 0.355 0.233 -0.576
H 2.62359 15.90898 -18.44210 -0.416 -0.097 0.101 0.065
H 3.36512 12.53414 -16.69951 0.463 -0.071 0.049 0.378
H -2.38387 12.80684 -24.50108 -0.096 0.296 0.410 0.130
C -0.81509 8.36009 -18.64874 -0.290 -0.294 0.206 0.343
H -2.08881 13.27433 -21.95433 0.341 0.225 -0.167 0.227
H -5.60920 15.21787 -18.50287 0.027 -0.085 0.305 0.258
C -0.25290 13.10213 -18.65925 -0.643 -0.058 -0.387 -0.559
H 3.61135 18.31049 -20.23622 -0.032 0.069 0.117 0.439
C -0.61413 12.89703 -23.18802 0.423 -0.552 -0.351 0.500
H -5.06084 13.86796 -19.52929 0.217 0.223 0.180 -0.062
H 1.39494 8.39669 -18.41248 -0.131 -0.409 -0.194 0.355
C -5.83019 14.20442 -18.82433 -0.115 -0.367 -1.338 -0.599
H -0.92074 12.46703 -25.28957 0.343 0.166 0.076 0.455
O -2.39866 19.46119 -22.57403 0.603 -0.257 0.389 -0.717
H -8.37165 12.62447 -20.59224 -0.082 0.445 -0.135 0.435
C 2.59768 17.90873 -20.22369 -0.019 -0.062 -0.643 -1.492
H -3.93676 18.15650 -17.32269 -0.048 0.132 0.038 0.176
H 0.40543 13.24558 -23.36657 -0.041 0.479 0.473 0.395
N -4.62512 11.04825 -22.91843 0.246 -0.125 0.949 -0.451
H 3.76315 14.12373 -19.27535 0.013 -0.104 -0.171 0.136
H -6.83513 12.94148 -21.39835 0.204 -0.149 0.109 0.263
H -0.39689 18.60327 -15.46584 0.035 0.032 -0.007 0.196
H 0.43015 7.63612 -17.08742 0.345 0.121 0.160 0.357
H 0.47545 9.42085 -17.37399 -0.012 -0.197 0.401 0.241
C -7.14953 14.14437 -19.59168 -0.595 -0.693 -0.304 0.328
H 3.09580 12.46849 -19.04798 0.079 0.035 -0.297 0.230
H 0.40200 11.02158 -23.38993 -0.234 -0.039 -0.316 0.484
H 2.56566 14.00229 -17.09913 -0.278 -0.229 -0.573 0.099
C 0.47228 8.42779 -17.83252 -0.393 0.551 -0.173 -1.233
H -4.81565 9.82697 -20.77538 -0.107 -0.175 0.156 0.186
C -0.45079 11.41229 -22.82321 0.577 0.051 -0.696 -1.165
H -0.28195 15.07523 -17.97934 -0.258 0.707 -0.232 0.503
H -2.57634 15.63621 -19.12660 0.012 0.172 -0.065 0.219
C -0.71243 14.56035 -18.83869 -0.023 -1.791 -0.466 1.331
H -0.11045 11.24577 -21.80282 -0.572 0.237 0.242 0.093
H -1.38738 10.40152 -19.29918 0.367 -0.125 0.774 0.140
C -2.25056 18.46234 -16.22543 -1.159 0.211 1.621 0.466
H 2.64419 16.91185 -20.67682 0.032 -0.200 0.481 0.245
H -4.45902 11.53480 -23.77652 -0.132 0.068 -0.053 0.221
H 1.98612 18.45272 -20.94818 0.075 0.395 0.261 0.394
H -0.41765 18.07103 -17.13156 0.041 0.009 -0.010 0.257
H -1.55843 9.30470 -20.52492 0.139 -0.686 0.088 0.309
O -3.65921 12.66514 -21.65589 -0.021 -0.737 0.468 -0.890
H -2.29798 16.99342 -22.60504 0.107 -0.185 -0.019 0.129
H -1.16793 16.85860 -21.26078 -0.062 -0.344 -0.155 0.173
H -0.91477 7.39188 -19.15109 0.304 0.062 -0.171 0.300
H -1.25145 14.14724 -24.85131 -0.111 0.060 0.095 0.328
H -0.84392 12.60920 -17.88320 0.396 0.072 0.325 0.532
H 3.98181 14.87708 -16.00853 0.200 0.072 0.122 0.341
C -4.13548 11.52921 -21.73276 -0.524 0.271 -1.082 0.634
C 1.95761 17.92769 -18.83984 -0.002 -0.578 -0.770 0.306
H -0.46521 12.52492 -19.56357 0.021 0.202 -0.153 -0.495
N -1.02520 19.27208 -20.75551 0.193 0.318 0.113 -0.197
H -2.45472 17.94918 -18.20363 -0.139 0.033 -0.169 0.131
H 0.51200 16.75692 -19.40877 -0.349 0.255 0.079 -0.016
O -1.93260 8.44841 -17.74296 -0.073 0.129 -0.214 -0.570
C 3.51158 13.47062 -17.24897 -0.597 0.692 0.912 -0.130
H -5.13849 10.19284 -22.86142 -0.088 -0.168 -0.674 0.130
H 0.06637 9.73749 -20.03968 0.004 -0.006 0.038 0.307
H -2.61019 13.99104 -19.74727 0.312 0.038 -0.190 -0.256
H -7.28018 14.95279 -20.31730 0.331 0.254 0.357 0.268
O 4.48264 14.32754 -16.61440 0.046 -0.555 -0.413 -0.563
N -4.26442 10.65537 -20.69468 0.595 1.159 0.219 -0.355
H -2.75362 14.26576 -18.05636 0.294 0.101 0.213 0.594
H -0.49366 18.70875 -20.09747 -0.087 0.109 -0.252 0.273
C 2.56808 16.86554 -17.92375 0.432 0.844 0.041 -1.197
O -0.14031 15.04297 -20.05806 0.051 0.801 0.347 -0.557
O -1.19634 13.64927 -22.14464 -0.412 0.044 0.155 -0.417
H 0.81919 13.05415 -18.49491 0.050 -0.094 0.281 -0.266
H 3.60693 17.09911 -17.67614 -0.026 0.161 -0.031 0.461
H -0.64067 14.62883 -20.79855 0.494 -0.066 0.075 0.242
H -2.11184 7.56369 -17.41346 -0.002 0.044 0.105 0.338
C -0.92038 9.47787 -19.65130 -0.275 0.775 -1.021 -0.869
N -2.93759 18.10802 -17.33864 0.285 -0.229 -0.579 -0.247
N -1.76400 17.39934 -21.86191 0.238 0.413 0.206 -0.103
C -2.22540 14.62414 -18.94366 -0.444 0.099 0.421 -1.206
C -7.31813 12.85803 -20.42459 -0.076 -0.277 0.490 -1.215
H -8.45096 13.44311 -18.28096 0.179 -0.031 -0.025 0.330
```
Forces are in eV/Å.

The total energy comes out at -49051.747 eV. As for the total charge: 0. The calculation puts the strongest force on any atom at 0.0390 Eh/bohr.



# 6
Density functional theory data (ωB97M-V/def2-TZVPD) for 2 unconnected molecules or ions with the total composition C7H11N3O2S at a distorted geometry.

```
24
Properties=species:S:1:pos:R:3:forces:R:3:nbo_charge:R:1
C 0.92964 0.80603 0.20863 0.713 1.558 -2.076 0.048
H 1.50360 0.84526 2.16891 0.386 0.445 1.644 0.221
C 2.65698 -0.61736 1.04281 1.563 -1.651 1.267 -0.213
N 0.09125 1.85322 0.46324 4.631 -2.682 5.166 -0.173
S -1.66442 -0.39961 -0.09510 0.626 -2.417 -3.339 2.225
O -1.77035 0.41833 -1.28580 -0.320 -0.099 0.010 -0.992
H -0.85971 2.27589 -1.10035 -1.098 -1.269 -3.782 0.372
H 0.56306 0.76197 -1.94475 1.010 -0.970 1.190 0.223
C 1.77973 0.38301 1.27295 -1.557 -0.492 -1.285 -0.209
H -0.87910 -0.01039 1.67661 0.353 0.418 1.173 0.356
C 1.16350 0.29809 -1.09363 0.771 -0.258 -1.856 -0.177
H 3.31196 -1.06813 1.86409 -1.051 0.966 -1.104 0.220
N -1.50861 0.59605 1.15570 -1.323 -1.212 1.748 -0.711
O -0.67971 -1.49634 -0.13821 -1.485 1.231 0.680 -0.950
H 2.18523 -1.20139 -2.35590 0.376 0.474 1.072 0.227
C 2.15068 -0.75151 -1.33617 -3.354 2.056 -0.352 -0.206
H -1.05474 3.39528 0.04520 0.032 -0.257 0.919 0.372
H 3.61497 -1.91723 -0.45229 -0.635 0.060 0.721 0.213
H -4.04836 -0.61362 0.05232 -0.917 1.408 0.807 0.244
H -3.41309 -1.86184 -0.66686 0.619 -1.364 -2.272 0.259
C 2.79197 -1.21366 -0.23065 1.946 -0.456 -0.480 -0.208
C -3.19809 -1.22536 0.11748 0.099 1.622 -0.631 -0.868
N -0.53147 2.59915 -0.27826 -1.358 4.287 -2.062 -0.512
H -3.13493 -1.85582 0.91002 -0.027 -1.400 2.841 0.239
```
Forces are in eV/Å.

The expectation value of S² is 2.04. The total energy comes out at -26831.008 eV. As for the total charge: 0. The spin multiplicity is 3. The calculation puts the strongest force on any atom at 0.1446 Eh/bohr.